(1)
The following is a quantum chemistry calculation of C36H22N3O5OsPS3 as an isolated structure, from the OMol25 dataset.

Results
total charge = 0
frontier orbital gap = 0.274 Eh
relative energy (zero: lowest compared OMol25 entry of this formula, charge and spin) = 0.0 kcal/mol
multiplicity = 1
HOMO energy = -8.3 eV

Geometry as XYZ:
```
71
C36H22N3O5OsPS3 | the OMol25 dataset | ωB97M-V/def2-TZVPD
Os -0.0387 1.4085 -0.2816
S 3.4235 2.6892 -1.0191
C 3.7254 2.7788 0.7091
C 4.8314 2.6258 1.5208
C 4.6189 2.7349 2.8938
C 5.7447 2.5677 3.7721
N 6.6651 2.4467 4.4480
C 3.3416 2.9962 3.4226
C 2.2381 3.1601 2.5875
C 2.4699 3.0476 1.2362
S 1.4674 3.1341 -0.2320
C 3.1618 3.0903 4.8448
N 3.0137 3.1873 5.9793
H 5.8202 2.4204 1.1365
H 1.2523 3.3240 2.9968
O -0.9110 2.0580 -2.2710
S -2.0136 2.8025 -1.5871
O -2.4472 3.9837 -2.2567
O -1.5487 2.9705 -0.1800
C -3.4202 1.7163 -1.4611
C -4.6137 2.1657 -2.0053
C -5.7596 1.3947 -1.8801
C -5.7105 0.1820 -1.2107
C -4.5120 -0.2668 -0.6774
C -3.3520 0.4908 -0.7915
P -1.7537 -0.1779 -0.2058
C -2.0567 -0.7970 1.4648
C -1.2645 -1.8258 1.9711
C -1.3504 -2.1789 3.3075
C -2.2250 -1.5062 4.1480
C -3.0142 -0.4798 3.6506
C -2.9291 -0.1211 2.3139
C -1.6182 -1.6497 -1.2716
C -1.9857 -2.9292 -0.8632
C -1.9039 -3.9930 -1.7501
C -1.4635 -3.7855 -3.0497
C -1.1133 -2.5089 -3.4663
C -1.1921 -1.4448 -2.5818
H -4.6318 3.1198 -2.5126
H -6.6910 1.7464 -2.3032
H -6.6040 -0.4196 -1.1074
H -4.4732 -1.2220 -0.1671
H -0.5696 -2.3491 1.3226
H -0.7181 -2.9655 3.6968
H -2.2819 -1.7742 5.1946
H -3.6888 0.0534 4.3076
H -3.5284 0.6980 1.9369
H -2.3262 -3.1031 0.1502
H -2.1835 -4.9862 -1.4232
H -1.3972 -4.6180 -3.7382
H -0.7773 -2.3400 -4.4814
H -0.9433 -0.4441 -2.9100
O 1.6608 -0.0927 3.1144
C 1.2405 0.1800 2.0067
O 0.3649 1.0816 1.7151
C 1.8577 -0.4853 0.7908
C 2.8218 -1.4952 0.9389
C 3.3785 -2.0402 -0.1768
C 3.0150 -1.5426 -1.4498
C 3.6048 -2.0181 -2.6452
C 3.2778 -1.4643 -3.8480
C 2.3487 -0.4030 -3.9094
C 1.7455 0.0635 -2.7768
C 2.0565 -0.5105 -1.5250
N 1.4543 -0.0339 -0.3839
H 3.0766 -1.7961 1.9452
H 4.1145 -2.8322 -0.1082
H 4.3304 -2.8196 -2.5823
H 3.7394 -1.8262 -4.7572
H 2.1148 0.0477 -4.8652
H 1.0355 0.8798 -2.8100
```

List of Mulliken charges in e, atom by atom:
1 Os 2.814
2 S -0.254
3 C 0.746
4 C -0.814
5 C 0.852
6 C -0.301
7 N -0.491
8 C 0.720
9 C -0.564
10 C 0.042
11 S -0.321
12 C -0.315
13 N -0.501
14 H 0.545
15 H 0.465
16 O -0.817
17 S 1.370
18 O -0.707
19 O -0.845
20 C 0.210
21 C -0.520
22 C -0.656
23 C -0.797
24 C -0.439
25 C -0.224
26 P 0.694
27 C 0.339
28 C -0.562
29 C -0.957
30 C -0.673
31 C -0.797
32 C -0.826
33 C 0.925
34 C -0.419
35 C -0.719
36 C -0.714
37 C -0.645
38 C -0.733
39 H 0.588
40 H 0.406
41 H 0.426
42 H 0.435
43 H 0.637
44 H 0.420
45 H 0.401
46 H 0.423
47 H 0.464
48 H 0.490
49 H 0.443
50 H 0.394
51 H 0.475
52 H 0.440
53 O -0.803
54 C 0.750
55 O -0.765
56 C 0.466
57 C -1.143
58 C -1.150
59 C 1.319
60 C -0.818
61 C -0.825
62 C -0.771
63 C -0.771
64 C -0.139
65 N 1.143
66 H 0.695
67 H 0.452
68 H 0.442
69 H 0.421
70 H 0.498
71 H 0.445

=====

(2)
The following is a quantum chemistry calculation of C36H22N5PdS2 as an isolated structure, from the OMol25 dataset.

Results
total charge = +1
frontier orbital gap = 0.236 Eh
multiplicity = 1
HOMO energy = -10.5 eV

Geometry as XYZ:
```
66
C36H22N5PdS2 | the OMol25 dataset | ωB97M-V/def2-TZVPD
Pd -1.4836 1.0071 0.0127
N 1.3059 -6.1928 6.8313
C 0.9967 -5.3677 6.0936
C 0.6065 -4.3301 5.1665
C -0.4559 -3.4855 5.4788
C -0.8335 -2.4977 4.5853
C -0.1438 -2.3371 3.3877
C 0.9199 -3.1790 3.0829
C 1.2921 -4.1791 3.9651
C -0.5538 -1.2650 2.4326
C -1.7506 -1.4737 1.7282
C -2.5380 -2.6438 1.7238
C -3.5985 -2.4281 0.8579
C -3.4373 -1.1325 0.3564
N -2.3530 -0.5532 0.8831
C 0.2787 -0.1662 2.3137
C 1.4883 0.0741 3.0316
C 2.0169 1.2442 2.5478
C 1.1186 1.6973 1.5515
N 0.0909 0.8750 1.4140
H -0.9804 -3.6083 6.4169
H -1.6646 -1.8430 4.8183
H 1.4531 -3.0535 2.1480
H 2.1132 -4.8431 3.7295
H -2.3381 -3.5311 2.3058
H -4.3999 -3.1069 0.6135
H -4.0866 -0.5981 -0.3212
H 1.8927 -0.5577 3.8071
H 2.9262 1.7369 2.8556
H 1.2042 2.5934 0.9525
S 1.2730 7.3926 -1.4988
C 0.8643 8.5473 -0.3143
C 0.1016 8.0099 0.6743
C -0.1555 6.6299 0.4619
C 0.4170 6.1434 -0.6799
C 0.3494 4.7776 -1.2202
C -0.4921 3.8270 -0.6187
N -0.5981 2.5830 -1.0417
C 0.1289 2.1703 -2.1115
C 0.9782 3.0421 -2.7881
C 1.7260 2.5510 -3.9186
C 1.6370 1.2626 -4.3043
C 0.7900 0.3344 -3.5975
C 0.7034 -1.0311 -3.9089
C -0.0906 -1.8783 -3.1638
C -0.8124 -1.2979 -2.0982
N -0.7593 -0.0181 -1.8119
C 0.0353 0.8001 -2.5261
C -0.2006 -3.3162 -3.4492
C 0.3567 -4.0155 -4.4824
C 0.0318 -5.3973 -4.4640
C -0.7688 -5.7237 -3.4144
S -1.1315 -4.3679 -2.4490
C 1.0773 4.3569 -2.3148
H 1.2131 9.5646 -0.4111
H -0.2650 8.5735 1.5208
H -0.7341 6.0293 1.1520
H -1.1080 4.0969 0.2272
H 2.3708 3.2425 -4.4475
H 2.2082 0.9006 -5.1509
H 1.2853 -1.4168 -4.7377
H -1.4541 -1.9020 -1.4652
H 0.9842 -3.5683 -5.2429
H 0.3761 -6.1113 -5.1991
H -1.1696 -6.6924 -3.1555
H 1.7460 5.0461 -2.8201
```

List of natural (NBO) charges in e, atom by atom:
1 Pd 1.028
2 N -0.269
3 C 0.261
4 C -0.160
5 C -0.158
6 C -0.151
7 C -0.088
8 C -0.194
9 C -0.157
10 C 0.236
11 C -0.027
12 C -0.183
13 C -0.313
14 C -0.009
15 N -0.468
16 C -0.022
17 C -0.169
18 C -0.312
19 C 0.039
20 N -0.519
21 H 0.238
22 H 0.226
23 H 0.228
24 H 0.238
25 H 0.239
26 H 0.240
27 H 0.217
28 H 0.239
29 H 0.238
30 H 0.199
31 S 0.471
32 C -0.385
33 C -0.249
34 C -0.207
35 C -0.260
36 C -0.074
37 C 0.099
38 N -0.464
39 C 0.228
40 C -0.081
41 C -0.176
42 C -0.152
43 C -0.060
44 C -0.118
45 C -0.060
46 C 0.095
47 N -0.470
48 C 0.124
49 C -0.256
50 C -0.204
51 C -0.247
52 C -0.390
53 S 0.464
54 C -0.101
55 H 0.255
56 H 0.241
57 H 0.220
58 H 0.221
59 H 0.234
60 H 0.233
61 H 0.229
62 H 0.222
63 H 0.222
64 H 0.240
65 H 0.253
66 H 0.234

=====

(3)
The following is a quantum chemistry calculation of C36H23Br2Cl96F3O3Si2 as an isolated structure at a distorted geometry, from the OMol25 dataset.

Results
total charge = 0
frontier orbital gap = 0.353 Eh
multiplicity = 1
HOMO energy = -9.7 eV

Geometry as XYZ:
```
165
C36H23Br2Cl96F3O3Si2 | the OMol25 dataset | ωB97M-V/def2-TZVPD
C 3.5839 -5.9925 2.3101
C 3.3423 -4.7089 1.4970
C 2.4573 -3.7084 2.2716
C 2.6059 -2.2565 1.7316
C 2.6606 -2.1864 0.1676
Si 1.3437 -1.0611 2.4534
C -0.4215 -1.4441 1.8591
C -1.1880 -0.1650 1.4185
O -2.2572 0.2294 2.2813
C -1.9176 0.1836 3.5982
O -2.4445 -0.5940 4.2734
O 1.3679 -1.2656 4.1416
Si 2.1986 -0.0576 4.9654
C 4.0826 -0.3070 4.9310
C 4.8226 1.0672 4.7743
C 5.1446 1.3391 3.3180
F 4.1722 0.9007 2.4923
Br 5.1461 3.3010 3.1049
C 6.5158 0.7301 2.8054
F 7.3194 1.6849 2.3960
F 6.2646 0.0084 1.7094
Br 7.3838 -0.4710 4.0499
H 2.6452 -6.5514 2.4022
H 4.3105 -6.6532 1.8309
H 3.9096 -5.7564 3.3277
H 4.3050 -4.2373 1.2656
H 2.8692 -4.9706 0.5455
H 2.8485 -3.6758 3.2961
H 1.4157 -4.0486 2.2849
H 3.6002 -1.9185 2.0665
H 2.0992 -2.9951 -0.3067
H 3.7066 -2.3480 -0.1099
H 2.3580 -1.1989 -0.1975
H 1.7428 0.2951 2.0259
H -0.9669 -2.0840 2.5570
H -0.2784 -2.0451 0.9463
H -0.4785 0.6508 1.2135
H -1.6506 -0.3853 0.4536
H -1.1431 0.8229 4.0478
H 1.7578 -0.1488 6.3708
H 1.8113 1.2858 4.4815
H 4.3258 -0.9455 4.0753
H 4.3760 -0.7298 5.8967
H 4.0866 1.8263 5.0697
H 5.6623 1.1907 5.4566
C -0.4866 1.4239 -1.8194
Cl 0.2334 1.1564 -3.4068
Cl -1.3393 2.9779 -1.8312
Cl -1.6264 0.1222 -1.4598
Cl 0.7889 1.4531 -0.5767
C -3.9967 3.6442 3.8262
Cl -3.9436 4.7076 5.2521
Cl -2.8658 4.2492 2.6078
Cl -3.5237 2.0059 4.3008
Cl -5.6250 3.6097 3.1453
C 3.8192 3.5897 -3.6879
Cl 4.3402 5.2393 -3.3197
Cl 2.5537 3.0865 -2.5651
Cl 3.1465 3.5098 -5.3195
Cl 5.2017 2.4903 -3.5824
C 4.0458 6.6632 5.7498
Cl 4.3793 5.0077 6.2767
Cl 4.5775 6.8730 4.0752
Cl 2.3092 6.9725 5.8541
Cl 4.9163 7.7953 6.7915
C 0.7102 -2.1283 -6.3180
Cl 1.1372 -0.4809 -5.8520
Cl -0.5262 -2.7435 -5.2090
Cl 0.0860 -2.1288 -7.9737
Cl 2.1477 -3.1555 -6.2284
C -8.6641 4.7619 5.9764
Cl -9.1207 6.2071 5.0668
Cl -9.2994 3.3267 5.1559
Cl -6.9028 4.6497 6.0676
Cl -9.3399 4.8554 7.6090
C -10.5432 -0.6435 3.4770
Cl -10.2849 -1.2436 5.1225
Cl -9.5868 -1.5972 2.3364
Cl -12.2647 -0.7706 3.0651
Cl -10.0397 1.0497 3.3837
C -2.4866 -4.2447 -2.1014
Cl -0.7516 -4.0748 -1.8014
Cl -3.0290 -5.8329 -1.5512
Cl -3.3630 -2.9862 -1.2181
Cl -2.8077 -4.0806 -3.8368
C 7.3230 7.8670 10.4696
Cl 6.1892 6.5293 10.2432
Cl 7.1946 8.4768 12.1237
Cl 8.9714 7.2996 10.1759
Cl 6.9356 9.1650 9.3317
C 5.2872 -2.0619 8.8346
Cl 5.5427 -3.7639 9.2247
Cl 5.9049 -1.7383 7.2072
Cl 3.5593 -1.6970 8.8860
Cl 6.1443 -1.0276 9.9965
C 9.5336 3.1868 -0.8780
Cl 9.6678 4.2076 0.5599
Cl 10.5038 3.8769 -2.1855
Cl 10.1239 1.5599 -0.5085
Cl 7.8443 3.0946 -1.3844
C -0.2997 5.0670 -7.4359
Cl 1.3571 4.7854 -7.9921
Cl -0.4866 4.4327 -5.7938
Cl -0.6190 6.8051 -7.4340
Cl -1.4509 4.2527 -8.5009
C -1.7601 -5.0122 -9.9591
Cl -3.1041 -4.7765 -8.8134
Cl -2.2071 -6.1778 -11.2180
Cl -1.3749 -3.4599 -10.7077
Cl -0.3420 -5.6092 -9.0886
C -12.2688 8.0994 3.3645
Cl -12.0842 6.4283 3.9054
Cl -11.7508 8.2340 1.6791
Cl -13.9642 8.5838 3.5009
Cl -11.2708 9.1565 4.3734
C 4.3057 -0.6303 -8.8241
Cl 2.9749 -1.6315 -9.4175
Cl 5.6265 -1.6721 -8.2773
Cl 4.8824 0.4206 -10.1255
Cl 3.7379 0.3579 -7.4744
C -3.6744 1.9347 -10.9152
Cl -2.3548 2.7242 -11.7872
Cl -3.0422 0.5411 -10.0234
Cl -4.3975 3.0794 -9.7726
Cl -4.8988 1.3894 -12.0697
C -6.6800 -5.2932 -6.4333
Cl -6.7336 -4.4216 -7.9706
Cl -5.2659 -4.7613 -5.5097
Cl -8.1502 -4.9589 -5.5109
Cl -6.5577 -7.0288 -6.7455
C 11.5444 -0.1157 5.2147
Cl 12.8110 -1.3057 4.8932
Cl 12.1139 1.0426 6.4220
Cl 11.1412 0.7397 3.7227
Cl 10.1027 -0.9401 5.8275
C 1.0019 4.9964 2.6047
Cl 2.3286 5.9826 1.9750
Cl 1.6569 3.5406 3.3566
Cl 0.0918 5.9272 3.8009
Cl -0.0807 4.5225 1.2914
C -8.7327 2.5055 -10.3391
Cl -10.1947 1.5710 -10.6801
Cl -7.4787 1.4315 -9.7095
Cl -8.1608 3.2696 -11.8282
Cl -9.0964 3.7528 -9.1396
C -3.9321 -2.8096 -13.9842
Cl -3.7254 -1.5927 -12.7204
Cl -2.9452 -2.3777 -15.3873
Cl -3.4382 -4.3979 -13.3744
Cl -5.6359 -2.8715 -14.4581
C -10.9819 -5.4598 3.7964
Cl -10.2830 -5.8353 2.2152
Cl -11.6581 -3.8285 3.7670
Cl -12.2599 -6.6251 4.1680
Cl -9.7219 -5.5513 5.0344
C 6.7515 -4.0178 13.4176
Cl 5.6060 -5.3304 13.1098
Cl 6.5720 -3.4572 15.0863
Cl 8.4010 -4.6045 13.1670
Cl 6.4260 -2.6831 12.3017
C -2.9133 -9.4466 -8.3399
Cl -1.3356 -10.0021 -8.9173
Cl -3.1548 -9.9840 -6.6717
Cl -2.9754 -7.6819 -8.4073
Cl -4.1875 -10.1199 -9.3663
```

Mulliken population analysis, charges in e, atoms 1 to 99:
1 C -1.389
2 C -0.247
3 C -0.668
4 C 0.974
5 C -1.543
6 Si 0.659
7 C -0.471
8 C 0.640
9 O -0.467
10 C -0.289
11 O -0.478
12 O -0.510
13 Si 0.336
14 C 1.210
15 C -1.590
16 C 0.452
17 F -0.199
18 Br -0.002
19 C 0.657
20 F -0.170
21 F -0.205
22 Br -0.080
23 H 0.313
24 H 0.394
25 H 0.334
26 H 0.314
27 H 0.233
28 H 0.284
29 H 0.359
30 H 0.014
31 H 0.164
32 H 0.429
33 H 0.379
34 H -0.169
35 H 0.763
36 H 0.019
37 H -0.033
38 H -0.625
39 H 0.735
40 H -0.309
41 H -0.215
42 H 0.224
43 H -0.941
44 H 0.416
45 H 0.502
46 C -0.140
47 Cl 0.148
48 Cl -0.121
49 Cl -0.015
50 Cl 0.309
51 C 0.317
52 Cl -0.141
53 Cl -0.061
54 Cl -0.094
55 Cl -0.066
56 C 0.144
57 Cl -0.112
58 Cl -0.100
59 Cl 0.023
60 Cl -0.079
61 C 0.219
62 Cl -0.065
63 Cl -0.087
64 Cl -0.060
65 Cl -0.025
66 C -0.149
67 Cl 0.191
68 Cl 0.028
69 Cl 0.058
70 Cl -0.112
71 C 0.193
72 Cl -0.044
73 Cl -0.053
74 Cl 0.010
75 Cl -0.112
76 C 0.289
77 Cl -0.062
78 Cl -0.050
79 Cl -0.102
80 Cl -0.074
81 C 0.248
82 Cl -0.051
83 Cl -0.107
84 Cl -0.093
85 Cl -0.017
86 C 0.358
87 Cl -0.075
88 Cl -0.097
89 Cl -0.094
90 Cl -0.096
91 C 0.323
92 Cl -0.081
93 Cl -0.072
94 Cl -0.095
95 Cl -0.140
96 C 0.280
97 Cl -0.095
98 Cl -0.109
99 Cl -0.098

=====

(4)
The following is a quantum chemistry calculation of C36H26AsCl5N7ORhS as an isolated structure at a distorted geometry, from the OMol25 dataset.

Results
total charge = +2
frontier orbital gap (spin up / spin down) = 0.293 / 0.185 Eh
relative energy (zero: lowest compared OMol25 entry of this formula, charge and spin) = 43.2 kcal/mol
<S²> = 6.047
multiplicity = 5
HOMO energy (spin up / spin down) = -12.8 / -13.2 eV

Geometry as XYZ:
```
78
C36H26AsCl5N7ORhS | the OMol25 dataset | ωB97M-V/def2-TZVPD
Rh -3.7892 -17.5858 10.2931
N -3.0123 -20.9228 12.7147
C -2.8287 -19.8574 13.6787
C -2.4750 -19.8582 15.0305
C -2.2054 -18.5965 15.5879
C -2.3344 -17.4137 14.8538
C -2.7255 -17.4177 13.5307
C -3.0035 -18.6517 12.9232
N -3.2687 -18.9938 11.5909
C -3.2565 -20.3416 11.5159
C -3.2618 -21.0565 10.2388
C -3.3032 -22.4202 9.9184
S -3.0977 -22.6458 8.1666
C -2.9284 -20.9234 8.0380
N -3.0908 -20.2114 9.1242
H -2.9397 -21.9099 12.9550
H -2.3587 -20.7968 15.5793
H -1.9602 -18.4948 16.6559
H -2.1283 -16.4667 15.3743
H -2.8126 -16.4905 12.9641
H -3.4664 -23.2950 10.5415
H -2.8081 -20.4730 7.0554
Cl 1.9436 -14.0127 8.0946
C 0.4074 -14.5525 8.5285
C 0.2493 -15.8676 8.9364
Cl 1.5901 -16.9826 8.9430
C -1.0298 -16.3083 9.3355
Cl -1.3020 -17.9828 9.7745
C -2.1778 -15.5197 9.1870
O -3.4493 -15.8127 9.4059
C -1.9739 -14.1889 8.7155
Cl -3.3665 -13.2645 8.5417
C -0.7151 -13.6792 8.4235
Cl -0.6277 -12.0654 7.8870
N -7.8540 -13.9998 13.8821
C -6.8517 -14.3077 13.0733
N -6.4636 -13.4333 12.1729
N -6.2963 -15.4972 13.2103
C -5.6486 -16.1482 12.3053
N -5.0374 -16.8280 11.5584
H -8.1631 -13.0310 13.8677
H -8.1524 -14.6544 14.6318
H -6.8603 -12.4711 12.2266
H -5.5966 -13.5613 11.6751
C -6.7712 -13.7043 6.1816
C -6.7348 -14.9096 5.5002
C -6.5320 -16.0911 6.1636
C -6.2165 -16.0847 7.5278
C -6.2072 -14.8597 8.2043
C -6.5385 -13.6783 7.5529
As -5.6548 -17.7065 8.6070
C -5.7046 -19.1079 7.1948
C -6.5632 -20.1974 7.2737
C -6.8118 -21.0036 6.1443
C -6.1038 -20.7502 4.9783
C -5.1313 -19.7622 4.9506
C -4.9449 -18.9157 6.0397
C -7.3858 -18.0491 9.4790
C -8.5542 -17.6916 8.8352
C -9.7705 -17.7931 9.4697
C -9.8503 -18.2277 10.7775
C -8.6765 -18.5864 11.4590
C -7.4594 -18.5339 10.7907
H -7.0257 -12.7866 5.6580
H -6.9211 -14.8963 4.4431
H -6.6638 -17.0374 5.6486
H -5.9259 -14.8873 9.2495
H -6.6020 -12.7124 8.0968
H -7.0912 -20.3903 8.2201
H -7.5724 -21.7858 6.2430
H -6.2132 -21.3508 4.0943
H -4.5484 -19.6334 4.0359
H -4.2310 -18.0963 5.9717
H -8.5628 -17.3206 7.8274
H -10.6602 -17.5034 8.9390
H -10.7983 -18.2679 11.3196
H -8.7430 -18.8463 12.4896
H -6.5447 -18.9084 11.2697
```

List of Mulliken charges in e, atom by atom:
1 Rh -0.086
2 N -0.023
3 C 0.582
4 C -1.075
5 C -0.489
6 C -0.748
7 C -0.675
8 C 0.410
9 N 0.880
10 C -0.090
11 C -0.096
12 C -0.521
13 S -0.057
14 C -0.350
15 N 0.145
16 H 0.261
17 H 0.412
18 H 0.379
19 H 0.401
20 H 0.351
21 H 0.407
22 H 0.469
23 Cl -0.102
24 C 0.791
25 C -0.436
26 Cl -0.128
27 C 0.974
28 Cl -0.267
29 C -0.672
30 O -0.212
31 C 0.523
32 Cl -0.117
33 C -0.223
34 Cl -0.121
35 N -0.389
36 C 0.616
37 N -0.306
38 N -0.682
39 C 0.516
40 N -0.085
41 H 0.213
42 H 0.276
43 H 0.244
44 H 0.158
45 C -0.513
46 C -0.792
47 C -0.088
48 C -0.145
49 C -0.533
50 C -0.603
51 As 2.148
52 C 0.460
53 C -0.433
54 C -0.659
55 C -0.656
56 C -0.664
57 C -0.751
58 C -0.033
59 C -0.029
60 C -0.728
61 C -0.527
62 C -0.736
63 C -0.358
64 H 0.397
65 H 0.456
66 H 0.450
67 H 0.453
68 H 0.443
69 H 0.473
70 H 0.433
71 H 0.432
72 H 0.447
73 H 0.495
74 H 0.457
75 H 0.451
76 H 0.384
77 H 0.495
78 H 0.315